This record from the OMol25 dataset describes the molecule C3H4S2 in a non-equilibrium geometry. The level of theory is ωB97M-V/def2-TZVPD.

- SMILES = C1S[C@H]2S[C@@H]12
- highest occupied orbital energy (Ha) = -0.3225
- HOMO-LUMO gap (eV) = 9.4
- total energy (eV) = -24844.3362

```
9
Properties=species:S:1:pos:R:3:lowdin_charge:R:1
C -0.93 0.10 0.78 -0.3867
C 0.16 -0.69 -0.11 -0.6288
C 0.78 0.48 -0.82 -0.8838
S -0.23 1.73 0.06 0.7635
S 1.95 -0.41 0.22 0.7724
H -1.94 -0.21 0.42 0.0785
H -0.86 0.05 1.91 0.0832
H -0.21 -1.60 -0.60 0.0993
H 1.29 0.56 -1.86 0.1024
```



This record from the OMol25 dataset describes the molecule C2H9N2O2P in a non-equilibrium geometry. The level of theory is ωB97M-V/def2-TZVPD.

- SMILES = CN(C)NP(O)O
- highest occupied orbital energy (Ha) = -0.3048
- HOMO-LUMO gap (eV) = 9.2
- total energy (eV) = -18583.1505

```
16
Properties=species:S:1:pos:R:3:lowdin_charge:R:1
C 1.50 -1.07 -0.38 -0.1045
C 1.32 1.09 0.83 -0.1104
N -0.55 0.26 -0.64 -0.1922
N 0.63 -0.02 0.16 -0.3598
O -3.11 0.45 -0.90 -0.2895
O -2.26 -0.98 0.81 -0.2892
P -2.15 0.52 0.36 0.7184
H 0.81 -1.70 -1.09 0.1093
H 2.44 -0.70 -0.89 0.0897
H 1.70 -1.78 0.34 0.0296
H 2.10 0.68 1.41 0.0590
H 1.90 1.76 0.21 0.0646
H 0.64 1.78 1.39 0.0829
H -0.57 1.22 -1.14 0.0766
H -3.01 -0.18 -1.61 0.0604
H -1.41 -1.35 1.13 0.0552
```



This record from the OMol25 dataset describes a cluster of 2 separate species, C2H6S in total. The level of theory is ωB97M-V/def2-TZVPD.

- SMILES = C=C.S
- highest occupied orbital energy (Ha) = -0.3623
- HOMO-LUMO gap (eV) = 10.8
- total energy (eV) = -13005.4185

```
9
Properties=species:S:1:pos:R:3:lowdin_charge:R:1
S -0.37 1.89 -1.23 0.4737
H -0.09 1.29 -2.39 -0.2275
H -1.67 1.88 -1.46 -0.2436
C -0.05 -2.41 1.56 -0.0824
C 1.12 -1.82 1.39 -0.0820
H -0.85 -2.22 0.86 0.0421
H -0.21 -3.12 2.36 0.0416
H 1.25 -1.09 0.61 0.0344
H 1.96 -2.01 2.05 0.0436
```



This record from the OMol25 dataset describes a cluster of 7 separate species, C51H52F3N2O in total. The level of theory is ωB97M-V/def2-TZVPD.

- highest occupied orbital energy (Ha) = -0.3786
- HOMO-LUMO gap (eV) = 5.8
- net charge = +1
- total energy (eV) = -66904.2622

```
109
Properties=species:S:1:pos:R:3:lowdin_charge:R:1
C 2.92 2.15 4.13 -0.0355
C 2.14 0.96 3.65 -0.2595
C 2.50 -0.33 4.01 -0.0276
C 1.76 -1.42 3.58 -0.0394
C 0.64 -1.25 2.78 -0.2161
C -0.17 -2.42 2.24 -0.0846
C 0.03 -3.68 3.01 -0.1093
C -0.47 -3.69 4.34 -0.0244
N -0.39 -4.70 5.17 0.1308
N 0.23 -5.77 4.69 0.0765
C 0.75 -5.88 3.48 0.0622
C 0.67 -4.82 2.56 -0.1102
C 1.29 -5.01 1.21 -0.0352
C 2.81 -5.34 1.31 -0.2461
O 3.38 -5.04 2.55 0.0199
C 3.59 -4.64 0.18 -0.5583
F 2.84 -4.55 -0.95 0.1424
F 4.71 -5.29 -0.11 0.1775
F 3.90 -3.37 0.56 0.1469
C 0.27 0.03 2.41 -0.0225
C 1.01 1.12 2.84 -0.0176
H 3.92 1.85 4.43 0.0687
H 2.97 2.91 3.36 0.0861
H 2.43 2.57 5.01 0.0904
H 3.37 -0.49 4.63 0.1159
H 2.07 -2.41 3.89 0.1020
H -1.23 -2.17 2.30 0.1387
H 0.05 -2.55 1.18 0.1065
H -0.97 -2.80 4.72 0.1524
H 0.29 -6.54 5.35 0.1879
H 1.22 -6.81 3.24 0.1645
H 0.78 -5.81 0.69 0.1442
H 1.15 -4.12 0.61 0.1138
H 2.97 -6.41 1.17 0.1657
H 3.40 -4.08 2.68 0.1025
H -0.59 0.18 1.78 0.1182
H 0.71 2.11 2.53 0.1221
C -3.37 -5.55 3.19 -0.1137
C -4.59 -5.17 3.73 -0.0884
C -5.73 -5.18 2.93 -0.0803
C -5.64 -5.57 1.60 -0.0787
C -4.41 -5.95 1.06 -0.0868
C -3.28 -5.94 1.86 -0.1052
H -2.49 -5.56 3.82 0.0656
H -4.66 -4.87 4.76 0.1043
H -6.68 -4.88 3.34 0.1077
H -6.52 -5.58 0.98 0.1081
H -4.35 -6.26 0.03 0.1057
H -2.33 -6.25 1.44 0.0883
C -3.30 0.06 -2.35 -0.0770
C -3.18 -0.81 -1.27 -0.0838
C -1.94 -1.34 -0.95 -0.1096
C -0.82 -1.00 -1.71 -0.0972
C -0.94 -0.14 -2.78 -0.0940
C -2.18 0.39 -3.10 -0.0915
H -4.27 0.48 -2.60 0.0797
H -4.05 -1.06 -0.68 0.1043
H -1.84 -2.01 -0.11 0.0755
H 0.15 -1.42 -1.46 0.0951
H -0.07 0.13 -3.37 0.1040
H -2.28 1.07 -3.94 0.1072
C 1.80 5.22 -3.63 -0.1014
C 0.50 5.65 -3.87 -0.1061
C -0.58 4.86 -3.51 -0.0865
C -0.36 3.62 -2.92 -0.0977
C 0.94 3.19 -2.67 -0.1025
C 2.02 3.99 -3.03 -0.0966
H 2.64 5.84 -3.92 0.1070
H 0.33 6.62 -4.34 0.1025
H -1.59 5.20 -3.70 0.1035
H -1.20 3.00 -2.63 0.0837
H 1.11 2.23 -2.20 0.0902
H 3.03 3.65 -2.85 0.1017
C 7.78 2.62 6.83 -0.0942
C 6.62 1.87 6.78 -0.1030
C 5.40 2.46 7.10 -0.1159
C 5.35 3.79 7.45 -0.0961
C 6.51 4.55 7.50 -0.0912
C 7.73 3.96 7.19 -0.0905
H 8.73 2.16 6.58 0.1016
H 6.66 0.82 6.50 0.0965
H 4.49 1.87 7.07 0.0913
H 4.40 4.25 7.70 0.1004
H 6.47 5.59 7.78 0.1028
H 8.64 4.54 7.23 0.1032
C -8.52 2.12 -5.32 -0.0920
C -8.71 2.96 -4.23 -0.0927
C -7.72 3.08 -3.26 -0.0956
C -6.54 2.37 -3.39 -0.1045
C -6.34 1.54 -4.49 -0.1037
C -7.33 1.41 -5.45 -0.0929
H -9.29 2.03 -6.07 0.1024
H -9.64 3.51 -4.13 0.1022
H -7.88 3.73 -2.41 0.1007
H -5.76 2.48 -2.64 0.0915
H -5.42 0.99 -4.59 0.0868
H -7.18 0.77 -6.30 0.1018
C 2.50 4.71 -9.56 -0.0963
C 2.00 5.63 -8.65 -0.0933
C 1.57 5.20 -7.40 -0.0932
C 1.62 3.86 -7.06 -0.0922
C 2.12 2.94 -7.98 -0.0969
C 2.56 3.36 -9.22 -0.0979
H 2.84 5.04 -10.53 0.1008
H 1.96 6.68 -8.91 0.1007
H 1.18 5.92 -6.69 0.0852
H 1.28 3.53 -6.09 0.0899
H 2.17 1.89 -7.71 0.0979
H 2.95 2.64 -9.93 0.0998
```



This record from the OMol25 dataset describes a cluster of 2 separate species, C16H13N5O6 in total in a non-equilibrium geometry. The level of theory is ωB97M-V/def2-TZVPD.

- highest occupied orbital energy (Ha) = -0.2768
- HOMO-LUMO gap (eV) = 5.0
- total energy (eV) = -36528.3386

```
40
Properties=species:S:1:pos:R:3:lowdin_charge:R:1
N -0.97 -6.59 1.94 0.1817
C -0.60 -5.55 1.56 -0.1588
C -0.16 -4.26 1.12 -0.1420
C 1.17 -3.86 1.09 0.0845
C 1.56 -2.50 0.97 -0.1006
N 2.94 -2.13 1.13 -0.3126
O 3.76 -3.04 1.44 0.0659
O 3.29 -0.94 0.97 0.0773
C 0.58 -1.49 0.85 0.1100
C -0.75 -1.90 0.76 -0.1058
N -1.91 -1.13 0.89 -0.1268
O -2.15 0.06 0.84 0.1111
O -2.95 -2.06 1.24 0.0510
N -2.45 -3.37 1.32 0.1668
C -1.15 -3.24 0.96 -0.1838
H 1.94 -4.61 1.24 0.1351
H 0.83 -0.43 0.93 0.1147
C 2.92 3.16 2.33 -0.0784
C 1.74 3.44 1.45 -0.2435
O 1.38 2.19 0.83 -0.0380
C 0.35 2.39 -0.05 -0.4978
C 0.03 1.23 -0.81 -0.0565
N -1.00 1.25 -1.73 -0.0323
C -1.53 2.42 -2.25 0.0132
C -2.30 2.40 -3.39 -0.0438
C -2.76 1.20 -3.92 -0.0747
C -2.36 0.02 -3.29 -0.0561
C -1.48 0.05 -2.23 -0.0402
O -0.19 3.50 -0.10 0.0102
H 3.09 4.09 2.90 0.0779
H 2.72 2.34 3.03 0.0825
H 3.83 2.95 1.75 0.0805
H 0.88 3.80 2.05 0.1273
H 1.98 4.17 0.67 0.1283
H 0.70 0.36 -0.73 0.1048
H -1.22 3.34 -1.75 0.1141
H -2.55 3.36 -3.84 0.1177
H -3.39 1.18 -4.81 0.1084
H -2.72 -0.94 -3.64 0.1124
H -1.08 -0.83 -1.74 0.1163
```



This record from the OMol25 dataset describes a cluster of 12 separate species, C33H97N7O12 in total in a non-equilibrium geometry. The level of theory is ωB97M-V/def2-TZVPD.

- SMILES = COC[C@H](C)N.COC[C@H](C)N.COC[C@H](C)N.COC[C@H](C)N.COC[C@H](C)N.COC[C@H](C)N.COC[C@H](C)N.CO.CO.CO.CO.CO
- highest occupied orbital energy (Ha) = -0.3068
- HOMO-LUMO gap (eV) = 8.7
- total energy (eV) = -70786.0158

```
149
Properties=species:S:1:pos:R:3:lowdin_charge:R:1
C 2.17 -4.14 2.58 -0.1286
O 1.68 -4.90 1.50 -0.1484
H 1.82 -4.76 3.41 0.0841
H 3.26 -4.08 2.67 0.0744
H 1.69 -3.16 2.61 0.0735
H 1.82 -5.84 1.61 0.0913
C 4.93 -1.61 3.49 -0.1639
O 5.22 -2.45 4.59 -0.1211
H 5.36 -0.65 3.80 0.0705
H 5.49 -1.88 2.59 0.0849
H 3.86 -1.48 3.35 0.0481
H 4.68 -2.14 5.33 0.0725
C -3.27 -1.00 3.38 -0.1818
O -3.93 -2.19 3.76 -0.0996
H -2.43 -0.78 4.05 0.0637
H -2.85 -0.95 2.37 0.0607
H -3.94 -0.15 3.50 0.0762
H -4.22 -2.10 4.67 0.0782
C -1.25 2.05 2.80 -0.1024
O -0.77 1.50 1.57 -0.1410
H -0.44 2.64 3.22 0.0588
H -2.03 2.77 2.56 0.0668
H -1.59 1.25 3.46 0.0689
H -0.53 2.30 1.08 0.0209
C 1.53 -0.81 0.48 -0.1885
O 0.21 -1.10 0.64 -0.1185
H 2.03 -1.06 1.42 0.0595
H 2.15 -1.18 -0.33 0.0828
H 1.69 0.25 0.30 0.0596
H -0.33 -0.37 0.96 0.0550
C 3.43 1.03 -2.66 -0.0488
C 4.31 2.30 -2.62 -0.4098
C 5.17 2.32 -1.35 -0.2203
O 4.35 2.70 -0.28 -0.2176
C 5.00 2.71 1.01 -0.0643
N 5.11 2.34 -3.84 0.0279
H 2.62 1.21 -3.36 0.0779
H 3.03 0.90 -1.65 0.0466
H 3.94 0.09 -2.89 0.0809
H 3.73 3.22 -2.69 0.1367
H 6.03 2.97 -1.47 0.1193
H 5.66 1.37 -1.15 0.1240
H 5.52 1.78 1.24 0.0886
H 4.24 3.01 1.72 0.0718
H 5.67 3.57 0.97 0.0873
H 5.44 1.41 -4.06 0.0647
H 4.45 2.53 -4.59 0.0680
C -2.81 -2.97 -0.28 -0.0398
C -1.95 -3.98 0.53 -0.4205
C -2.35 -5.45 0.40 -0.2121
O -3.44 -5.76 1.25 -0.1780
C -3.87 -7.15 1.16 -0.0955
N -0.59 -3.79 0.09 0.0415
H -2.44 -1.95 -0.17 0.0470
H -3.84 -3.05 0.06 0.0739
H -2.69 -3.17 -1.34 0.0763
H -1.95 -3.70 1.58 0.1326
H -1.52 -6.12 0.62 0.1163
H -2.57 -5.70 -0.64 0.1213
H -3.15 -7.91 1.47 0.0750
H -4.12 -7.31 0.11 0.0805
H -4.70 -7.51 1.77 0.0778
H -0.32 -2.85 0.36 0.0238
H -0.03 -4.30 0.75 0.0271
C -2.95 4.60 -0.74 -0.0643
C -2.17 5.04 0.52 -0.3771
C -0.62 5.09 0.36 -0.1429
O -0.09 3.76 0.31 -0.2386
C 1.26 3.73 -0.10 -0.0883
N -2.74 6.37 0.92 0.0221
H -4.02 4.59 -0.54 0.0778
H -2.69 3.58 -1.02 0.0483
H -2.73 5.33 -1.51 0.0793
H -2.54 4.36 1.29 0.1093
H -0.24 5.61 1.24 0.1204
H -0.35 5.68 -0.52 0.1285
H 1.32 3.94 -1.17 0.0978
H 1.67 2.74 0.09 0.0743
H 1.93 4.38 0.48 0.0923
H -2.82 7.04 0.16 0.0616
H -3.69 6.26 1.22 0.0632
C 3.01 -2.42 -5.46 -0.0725
C 4.16 -3.23 -4.89 -0.4350
C 3.80 -4.10 -3.66 -0.2533
O 3.80 -3.34 -2.50 -0.1746
C 3.36 -4.10 -1.35 -0.0756
N 4.57 -4.10 -5.99 0.0218
H 3.41 -1.74 -6.23 0.0778
H 2.45 -1.86 -4.71 0.0720
H 2.27 -3.10 -5.88 0.0769
H 4.97 -2.55 -4.62 0.1360
H 4.57 -4.87 -3.65 0.1130
H 2.87 -4.63 -3.87 0.1263
H 3.13 -3.38 -0.56 0.0632
H 4.15 -4.76 -1.01 0.0870
H 2.41 -4.61 -1.51 0.0876
H 5.36 -4.63 -5.66 0.0621
H 3.86 -4.81 -6.13 0.0678
C -7.93 1.35 -0.52 -0.0604
C -7.26 0.06 -0.04 -0.4577
C -5.91 0.27 0.55 -0.2558
O -5.09 0.64 -0.49 -0.1757
C -3.82 1.14 -0.02 -0.0671
N -8.26 -0.43 0.88 0.0239
H -8.28 1.97 0.31 0.0810
H -8.77 1.10 -1.16 0.0741
H -7.26 1.94 -1.15 0.0713
H -7.18 -0.66 -0.85 0.1401
H -5.44 -0.61 0.99 0.1264
H -5.99 1.03 1.32 0.1305
H -3.17 0.45 0.53 0.0640
H -4.05 2.01 0.60 0.0829
H -3.30 1.49 -0.91 0.0657
H -8.99 -0.67 0.24 0.0728
H -7.91 -1.26 1.35 0.0727
C -1.09 0.57 -6.39 -0.0518
C -2.08 0.24 -5.28 -0.4590
C -1.78 0.87 -3.94 -0.2385
O -0.51 0.54 -3.51 -0.1566
C -0.23 0.88 -2.15 -0.0776
N -3.35 0.71 -5.70 0.0226
H -1.29 0.21 -7.40 0.0801
H -0.13 0.16 -6.08 0.0663
H -0.86 1.64 -6.41 0.0793
H -2.21 -0.83 -5.16 0.1478
H -2.56 0.61 -3.21 0.1159
H -1.86 1.96 -3.96 0.1263
H -0.35 1.92 -1.84 0.0766
H 0.76 0.72 -1.72 0.0539
H -0.90 0.29 -1.52 0.0815
H -3.38 1.72 -5.76 0.0746
H -3.99 0.47 -4.95 0.0711
C 1.58 0.23 4.31 -0.0705
C 2.45 1.39 4.82 -0.3876
C 1.94 2.85 4.45 -0.2247
O 2.79 3.72 5.14 -0.1760
C 2.39 5.06 4.84 -0.0969
N 2.46 1.12 6.26 0.0322
H 0.54 0.26 4.62 0.0758
H 2.03 -0.74 4.47 0.0614
H 1.59 0.26 3.22 0.0523
H 3.46 1.26 4.44 0.1268
H 0.90 2.91 4.76 0.1124
H 2.11 2.94 3.38 0.1142
H 3.22 5.63 5.25 0.0848
H 1.55 5.36 5.47 0.0909
H 2.34 5.43 3.82 0.0852
H 3.30 1.55 6.62 0.0656
H 1.73 1.64 6.72 0.0723
```